DFT (ωB97M-V/def2-TZVPD) results for 2 unconnected molecules or ions with the total composition C23H16Cl2NO3S at a distorted geometry.

Last column: Mulliken charge in e.
CARTESIAN COORDINATES (ANGSTROEM)
Cl: 0.7209 -2.0773 -8.9240  -0.246
C: 0.3581 -1.7922 -7.2784  0.313
C: 0.6806 -0.5648 -6.6860  -0.523
C: 0.3626 -0.3180 -5.3441  -0.356
C: -0.2958 -1.2813 -4.5867  -0.041
S: -0.7732 -0.8695 -2.8917  1.124
C: 0.4498 -1.4404 -1.7263  -0.692
Cl: 1.5539 -0.3986 -1.0941  -0.226
O: -0.7311 0.5747 -2.8882  -0.701
O: -1.9810 -1.6179 -2.6490  -0.692
C: -0.5988 -2.5191 -5.1585  -0.373
C: -0.2766 -2.7715 -6.5016  -0.500
H: 1.1731 0.1991 -7.2811  0.361
H: 0.6180 0.6436 -4.9113  0.412
H: 0.7425 -2.4789 -1.8504  0.444
H: -1.0992 -3.2846 -4.5715  0.374
H: -0.5229 -3.7220 -6.9667  0.364
N: 5.7834 -2.9530 4.6434  -0.551
C: 4.7893 -2.5494 4.1827  0.034
C: 3.5833 -2.0792 3.6064  0.527
C: 2.4355 -2.8764 3.6223  -0.531
C: 1.2454 -2.4359 3.0368  -0.507
C: 1.1828 -1.1727 2.3912  0.648
C: -0.0512 -0.6667 1.7450  -0.471
C: -0.4643 0.6251 1.8978  -0.083
C: -1.8608 1.1173 1.8142  0.164
C: -2.1963 2.5078 2.3103  0.268
C: -1.3649 3.2279 3.1804  -0.300
C: -1.7325 4.4888 3.6695  -0.647
C: -2.9610 5.0527 3.3165  -0.311
C: -3.8219 4.3330 2.4743  -0.454
C: -3.4377 3.0819 1.9689  -0.356
O: -2.7557 0.4358 1.3012  -0.636
C: 2.3151 -0.3420 2.4912  -0.127
C: 3.5003 -0.7990 3.0535  -0.711
H: 2.4877 -3.8599 4.0903  0.411
H: 0.3638 -3.0809 3.0569  0.412
H: -0.7331 -1.4052 1.3196  0.381
H: 0.3000 1.4214 1.9636  0.195
H: -0.4284 2.7759 3.4988  0.402
H: -1.0541 5.0263 4.3347  0.346
H: -3.2339 6.0464 3.6931  0.346
H: -4.7924 4.7633 2.2206  0.348
H: -4.1276 2.5381 1.3248  0.410
H: 2.2718 0.6557 2.0477  0.349
H: 4.3767 -0.1582 3.0537  0.400

Calculated values
* molar mass: 457.36 Da
* gap between HOMO and LUMO: 4.42 eV
* HOMO: -3.0 eV
* net charge: -1


DFT (ωB97M-V/def2-TZVPD) results for a molecular structure, C23H16Cl5IN3O6Tl at a distorted geometry.

Last column: Mulliken charge in e.
CARTESIAN COORDINATES (ANGSTROEM)
Tl: 0.1069 1.0999 -0.0170  0.773
Cl: 2.8376 -2.2809 6.7370  -0.332
C: 2.6636 -1.9507 5.0199  0.570
C: 3.2846 -2.7690 4.1181  -0.698
C: 3.1570 -2.5398 2.7487  -0.017
I: 4.2096 -3.7872 1.4393  -0.014
C: 2.3896 -1.4988 2.1759  0.101
O: 2.2360 -1.3209 0.9535  -0.539
C: 1.7885 -0.6021 3.1893  -0.201
N: 1.1358 0.4676 2.7091  -0.277
C: 0.5849 1.3256 3.5310  -0.267
C: 0.6305 1.1707 4.9273  -0.860
C: 1.2919 0.0924 5.4466  -0.732
C: 1.9141 -0.8318 4.5769  0.713
H: 3.8780 -3.6016 4.4716  0.367
H: 0.0673 2.1648 3.0791  0.581
H: 0.1406 1.8957 5.5634  0.395
H: 1.3528 -0.0665 6.5162  0.364
Cl: -3.2794 4.5961 -6.2211  -0.304
C: -2.8962 3.7173 -4.7464  0.238
C: -3.3882 4.1943 -3.5128  -0.642
C: -3.1163 3.5270 -2.3605  -0.328
C: -2.3285 2.3106 -2.3364  0.035
O: -2.1286 1.6896 -1.2774  -0.625
C: -1.8149 1.8817 -3.6096  1.177
C: -0.9844 0.7137 -3.7709  -0.355
O: -0.5568 -0.0582 -2.9185  -0.377
C: -2.1245 2.5965 -4.7862  -0.852
H: -3.9746 5.1052 -3.4925  0.393
H: -3.4572 3.8987 -1.4050  0.237
H: -0.7034 0.5321 -4.8386  0.149
H: -1.7343 2.2365 -5.7320  0.314
Cl: -2.5355 0.9357 1.9399  -0.071
C: -3.0600 2.6140 1.9425  0.631
Cl: -4.6737 2.7151 1.2200  -0.168
Cl: -3.1780 3.1649 3.6544  -0.211
C: -2.0055 3.5898 1.2290  0.257
O: -2.4741 4.6504 0.8615  -0.680
O: -0.8399 3.1735 1.2647  -0.702
N: -0.9958 -1.4583 0.3211  -0.648
C: -0.4348 -2.1974 -0.3555  0.673
N: 0.2345 -2.9873 -1.1556  0.011
C: 1.5065 -3.5461 -0.7040  -0.634
C: 2.6463 -2.9426 -1.5035  -0.185
O: 2.4166 -3.0833 -2.9003  -0.485
C: 1.2548 -2.3572 -3.2744  -0.391
C: 0.0166 -2.9249 -2.5948  -0.809
H: 1.4775 -4.6330 -0.8443  0.135
H: 1.6379 -3.3129 0.3518  0.364
H: 3.5809 -3.4591 -1.2793  0.118
H: 2.7517 -1.8845 -1.2339  0.347
H: 1.1604 -2.4384 -4.3590  0.358
H: 1.3580 -1.2993 -3.0049  0.317
H: -0.1802 -3.9407 -2.9587  0.287
H: -0.8462 -2.2868 -2.7947  0.498

Calculated values
* molar mass: 938.95 Da
* gap between HOMO and LUMO: 6.06 eV
* HOMO: -2.4 eV
* net charge: -2


DFT (ωB97M-V/def2-TZVPD) results for a molecular structure, C23H16ClCoN3O8S2.

Last column: Mulliken spin population.
CARTESIAN COORDINATES (ANGSTROEM)
Co: 0.1240 0.7943 0.0296  1.108
S: 1.8593 -0.0915 3.9732  -0.001
C: 0.1502 -0.2659 4.1519  -0.003
C: -0.5186 -0.0290 2.9882  0.014
C: 0.3297 0.3109 1.8863  -0.072
C: 1.6395 0.3017 2.2966  -0.029
C: 2.6566 0.5733 1.3124  0.024
C: 4.0366 0.6195 1.5125  0.001
C: 4.8607 0.8779 0.4346  0.000
C: 4.3017 1.0919 -0.8190  0.001
C: 2.9223 1.0409 -0.9455  0.011
N: 2.1274 0.7776 0.0857  -0.054
H: -0.2635 -0.5166 5.1177  0.000
H: -1.5968 -0.0839 2.9063  0.000
H: 4.4408 0.4522 2.5028  0.000
H: 5.9359 0.9147 0.5699  0.000
H: 4.9145 1.3053 -1.6841  0.000
H: 2.4011 1.2063 -1.8811  0.002
O: -0.5147 0.9402 -4.0215  0.001
C: -0.7105 0.8000 -2.8123  0.010
O: 0.1916 0.9286 -1.9199  -0.032
C: -2.1133 0.4040 -2.3686  0.003
C: -3.0497 0.2276 -3.3628  0.001
C: -4.3402 -0.2344 -3.1018  0.000
C: -4.7169 -0.5747 -1.7999  0.000
C: -3.7911 -0.3929 -0.8234  -0.003
C: -2.4711 0.1380 -1.0087  -0.010
O: -1.7593 0.2892 0.0284  -0.042
N: -4.1273 -0.8142 0.5461  0.000
O: -3.6970 -1.8911 0.9245  0.000
O: -4.8089 -0.0748 1.2292  0.000
N: -5.2843 -0.4059 -4.1620  0.000
O: -4.9693 -0.0807 -5.3012  0.001
O: -6.4114 -0.8235 -3.8845  0.001
H: -2.7370 0.4418 -4.3746  0.000
H: -5.6991 -0.9721 -1.5904  0.000
Cl: 0.0677 3.2416 0.5071  0.039
C: -1.0333 -4.0028 0.9582  0.004
S: -0.4607 -2.4997 0.1314  0.031
O: -0.6908 -2.7195 -1.3199  0.000
C: 1.2962 -2.7783 0.4038  0.005
C: 2.1117 -2.8643 -0.7110  -0.008
C: 3.4862 -2.9758 -0.5400  0.000
C: 4.0286 -2.9979 0.7362  0.000
C: 3.2012 -2.8911 1.8484  0.001
C: 1.8315 -2.7661 1.6856  0.000
H: -0.6309 -4.8709 0.4371  0.000
H: -2.1208 -3.9792 0.9026  0.000
H: -0.7175 -3.9823 2.0005  0.000
H: 1.6512 -2.8158 -1.6901  -0.002
H: 4.1339 -3.0224 -1.4069  0.000
H: 5.1021 -3.0659 0.8670  0.000
H: 3.6241 -2.8602 2.8450  0.000
H: 1.1922 -2.6098 2.5477  0.000

Calculated values
* molar mass: 620.91 Da
* gap between HOMO and LUMO (alpha / beta): 5.98 / 6.25 eV
* HOMO (alpha / beta): -2.0 / -2.2 eV
* multiplicity: 2
* net charge: -2


DFT (ωB97M-V/def2-TZVPD) results for a molecular structure, C23H16CoO5P at a distorted geometry.

Last column: Mulliken spin population.
CARTESIAN COORDINATES (ANGSTROEM)
O: -0.7516 -2.0441 -6.6918  0.080
C: -1.3082 -2.0648 -5.6746  -0.015
Co: -2.1939 -2.1198 -4.2916  2.468
O: -2.9263 0.6344 -4.7423  0.056
C: -2.6251 -0.4700 -4.5779  0.058
C: -3.3562 -2.2307 -3.0421  0.035
O: -4.1688 -2.3066 -2.2213  0.066
C: -0.2929 -1.2584 -2.5354  0.069
O: 0.7793 -1.7237 -2.5091  0.053
C: -1.6697 -3.7566 -3.9911  0.076
O: -1.4191 -4.8722 -3.7934  0.055
H: 1.0169 -0.2290 -0.9446  -0.016
C: 3.7407 3.6700 1.2449  0.000
C: 3.8071 2.9748 0.0316  0.000
C: 2.9110 1.9452 -0.2463  0.000
C: 1.9064 1.6173 0.6816  -0.002
C: 1.8065 2.3288 1.8965  0.000
C: 2.7423 3.3380 2.1729  0.000
P: 0.7790 0.2748 0.3399  0.014
C: 0.9800 -1.0080 1.5929  0.000
C: -0.0509 -1.9499 1.7898  0.001
C: 0.0767 -2.9483 2.7584  0.000
C: 1.2234 -3.0483 3.5448  0.000
C: 2.2505 -2.1228 3.3529  0.000
C: 2.1404 -1.1070 2.3947  0.000
C: -0.9028 0.8716 0.3564  -0.002
C: -1.6277 1.0154 1.5513  -0.001
C: -2.9390 1.5039 1.5048  0.000
C: -3.5438 1.7957 0.2796  0.001
C: -2.8262 1.6173 -0.9006  0.000
C: -1.5060 1.1881 -0.8684  0.019
H: 4.4687 4.4457 1.4912  0.000
H: 4.5955 3.2204 -0.6721  0.000
H: 2.9508 1.4013 -1.1904  0.000
H: 1.0136 2.0759 2.6271  0.000
H: 2.6517 3.8889 3.1207  0.000
H: -0.9647 -1.8888 1.1945  0.000
H: -0.7194 -3.6713 2.8943  0.000
H: 1.3305 -3.8237 4.3003  0.000
H: 3.1535 -2.1794 3.9632  0.000
H: 2.9559 -0.3855 2.2482  0.000
H: -1.1769 0.7348 2.5129  0.000
H: -3.4975 1.6193 2.4348  0.000
H: -4.5709 2.1562 0.2577  0.000
H: -3.3021 1.8370 -1.8521  -0.002
H: -0.9405 1.0542 -1.7931  -0.014

Calculated values
* molar mass: 462.28 Da
* gap between HOMO and LUMO (alpha / beta): 5.56 / 8.89 eV
* HOMO (alpha / beta): -8.6 / -12.8 eV
* multiplicity: 4
* net charge: +1


Number 1: E_tot -67621.945 eV. Number 2: E_tot -116275.312 eV. Number 3: E_tot -116779.139 eV. Number 4: E_tot -81252.381 eV.